1.
70
Properties=species:S:1:pos:R:3 method="wB97M-V/def2-TZVPD" lumo_energy_ev=0.70 e_homo_ev=-8.89 gap_ev=9.59 smiles="CCCCN(C(=O)CCC(=O)Nc1cc(C)on1)[C@H](C(=O)NC1CCCC1)c1ccccc1C" charge=0
C 4.357 -2.838 0.074
C 3.543 -2.763 -1.213
C 3.544 -1.371 -1.847
C 2.739 -0.322 -1.068
N 1.329 -0.644 -0.954
C 0.401 -0.423 -1.903
O -0.788 -0.622 -1.687
C 0.830 0.103 -3.266
C 0.002 1.355 -3.569
C 0.385 2.446 -2.585
O 1.512 2.594 -2.167
N -0.661 3.239 -2.207
C -0.600 4.275 -1.301
C 0.503 4.741 -0.537
C -0.026 5.769 0.189
C 0.568 6.694 1.182
O -1.329 5.904 -0.114
N -1.680 4.975 -1.038
C 0.878 -1.212 0.312
C -0.171 -2.315 0.005
O 0.164 -3.293 -0.630
N -1.365 -2.164 0.603
C -2.484 -3.039 0.319
C -3.293 -3.300 1.607
C -4.715 -2.807 1.320
C -4.531 -1.754 0.230
C -3.465 -2.379 -0.664
C 0.421 -0.185 1.318
C 0.054 1.095 0.926
C -0.385 2.027 1.851
C -0.454 1.685 3.188
C -0.079 0.415 3.590
C 0.360 -0.532 2.675
C 0.767 -1.894 3.153
H 5.395 -2.567 -0.116
H 4.336 -3.850 0.472
H 3.970 -2.168 0.838
H 2.514 -3.082 -1.035
H 3.975 -3.463 -1.933
H 3.135 -1.456 -2.855
H 4.572 -1.009 -1.931
H 3.135 -0.228 -0.055
H 2.846 0.659 -1.538
H 0.601 -0.674 -3.998
H 1.886 0.347 -3.319
H -1.060 1.119 -3.487
H 0.212 1.712 -4.579
H -1.583 3.071 -2.585
H 1.499 4.357 -0.544
H 0.696 7.683 0.744
H 1.536 6.319 1.501
H -0.091 6.791 2.043
H 1.729 -1.760 0.729
H -1.603 -1.242 0.936
H -2.050 -3.951 -0.097
H -2.851 -2.730 2.426
H -3.278 -4.352 1.886
H -5.324 -3.626 0.934
H -5.201 -2.412 2.211
H -5.454 -1.540 -0.305
H -4.162 -0.823 0.665
H -2.946 -1.659 -1.293
H -3.915 -3.141 -1.302
H 0.114 1.371 -0.114
H -0.670 3.015 1.524
H -0.796 2.404 3.918
H -0.128 0.152 4.637
H 0.238 -2.676 2.612
H 0.557 -2.002 4.214
H 1.836 -2.050 3.004

***

2.
15
Properties=species:S:1:pos:R:3 method="wB97M-V/def2-TZVPD" lumo_energy_ev=0.64 e_homo_ev=-10.31 gap_ev=10.95 smiles=CB(O)C1CC1 charge=0
C -0.528 1.104 1.810
B -0.249 0.900 0.267
O 0.200 2.042 -0.558
C -0.428 -0.453 -0.484
C -0.006 -0.606 -1.924
C 0.792 -1.273 -0.860
H 0.415 1.150 2.356
H -1.103 0.287 2.240
H -1.057 2.032 2.023
H 0.292 2.839 -0.038
H -1.279 -1.055 -0.180
H 0.416 0.268 -2.393
H -0.612 -1.215 -2.575
H 0.721 -2.345 -0.754
H 1.763 -0.873 -0.615

***

3.
18
Properties=species:S:1:pos:R:3 method="wB97M-V/def2-TZVPD" lumo_energy_ev=-3.11 e_homo_ev=-13.14 gap_ev=10.03 smiles="C=NS[C@@H](C)[NH2+]C" charge=+1
C 3.206 0.926 -0.148
N 2.089 0.320 -0.260
S 1.673 -1.235 -0.494
C -0.303 -0.772 -0.494
C -0.927 -1.916 0.278
N -0.414 0.459 0.216
C -1.276 1.550 -0.262
H 3.124 1.920 0.170
H 4.132 0.317 -0.071
H -0.373 -0.760 -1.486
H -1.840 -1.515 0.756
H -0.258 -2.161 1.052
H -1.000 -2.786 -0.300
H -0.660 0.224 1.194
H 0.565 0.801 0.237
H -2.254 1.457 0.076
H -0.927 2.547 -0.009
H -1.229 1.567 -1.355

***

4.
15
Properties=species:S:1:pos:R:3 method="wB97M-V/def2-TZVPD" lumo_energy_ev=0.29 e_homo_ev=-9.21 gap_ev=9.50 charge=0
C 1.177 1.557 -0.460
C 0.490 0.378 0.200
O 0.129 0.707 1.505
C -0.775 -0.177 -0.513
N -1.257 -1.345 0.245
C 1.307 -0.908 0.281
N 1.058 -2.037 0.431
H 2.040 1.857 0.142
H 0.494 2.411 -0.520
H 1.515 1.293 -1.467
H -0.558 0.048 1.733
H -0.575 -0.362 -1.581
H -1.449 0.706 -0.464
H -0.284 -2.287 0.437
H -1.913 -1.828 -0.358

***

5.
76
Properties=species:S:1:pos:R:3 method="wB97M-V/def2-TZVPD" lumo_energy_ev="-7.06 / -7.54" e_homo_ev="-12.76 / -12.89" gap_ev="5.70 / 5.36" spin_multiplicity=4 charge=+2 s2=3.78
Re 0.849 0.270 -0.635
Br -5.676 3.845 5.257
C -4.974 4.513 3.668
C -5.819 5.137 2.757
C -5.296 5.632 1.582
C -3.934 5.472 1.313
C -3.081 4.863 2.245
C -3.605 4.385 3.423
N -3.454 6.022 0.124
N -2.396 5.921 -0.431
C -1.543 4.899 -0.731
C -0.247 5.292 -1.092
C 0.768 4.385 -1.302
C 0.506 3.029 -1.187
O 1.414 2.097 -1.313
C -0.845 2.597 -0.903
N -1.011 1.239 -0.874
C -2.245 0.759 -0.781
C -3.356 1.603 -0.655
C -3.188 2.959 -0.602
C -1.889 3.497 -0.719
H -6.874 5.244 2.979
H -5.921 6.137 0.854
H -2.018 4.791 2.044
H -2.966 3.921 4.164
H -0.055 6.357 -1.171
H 1.770 4.710 -1.554
H -2.351 -0.317 -0.825
H -4.344 1.164 -0.588
H -4.052 3.602 -0.514
N 8.270 0.568 0.154
C 7.128 0.479 0.033
C 5.697 0.350 -0.117
C 4.882 0.199 0.999
C 3.528 0.051 0.811
N 2.955 0.038 -0.411
C 3.750 0.195 -1.481
C 5.116 0.357 -1.375
H 5.298 0.209 1.998
H 2.863 -0.076 1.656
H 3.266 0.178 -2.446
H 5.717 0.491 -2.264
C -2.300 -0.993 2.296
Si -1.195 -1.988 1.175
C -2.222 -2.756 -0.184
C -0.454 -3.396 2.113
O 0.011 -0.994 0.601
H -2.545 -1.573 3.195
H -3.248 -0.731 1.811
H -1.809 -0.067 2.622
H -2.558 -3.741 0.165
H -1.662 -2.904 -1.113
H -3.131 -2.191 -0.423
H -1.272 -4.049 2.446
H 0.096 -3.076 3.009
H 0.208 -3.994 1.483
C 0.154 -5.459 -3.417
C 1.052 -4.251 -3.640
N 1.855 -3.964 -2.426
C 1.763 -2.902 -1.634
S 0.829 -1.548 -2.212
N 2.455 -2.878 -0.498
C 3.593 -3.760 -0.178
C 3.284 -4.905 0.778
H -0.413 -5.679 -4.323
H -0.552 -5.274 -2.603
H 0.744 -6.346 -3.171
H 0.465 -3.371 -3.871
H 1.738 -4.426 -4.466
H 2.350 -4.757 -2.050
H 2.107 -2.244 0.210
H 4.362 -3.120 0.256
H 4.003 -4.135 -1.116
H 2.904 -4.530 1.728
H 4.202 -5.462 0.983
H 2.548 -5.603 0.365

***

6.
16
Properties=species:S:1:pos:R:3 method="wB97M-V/def2-TZVPD" lumo_energy_ev="-0.54 / 0.02" e_homo_ev="-6.94 / -7.77" gap_ev="6.40 / 7.78" charge=0
C 1.727 -0.855 1.508
C 0.584 -0.611 0.534
C -0.562 0.276 0.962
N -1.725 0.210 0.140
O -1.168 0.734 -2.553
P -2.177 0.012 -1.549
P -0.747 1.331 -3.986
H 2.110 0.023 1.993
H 1.341 -1.512 2.241
H 2.540 -1.414 1.010
H 0.147 -1.630 0.307
H 1.028 -0.191 -0.498
H -0.858 -0.035 1.963
H -0.196 1.371 0.998
H -2.585 0.321 0.608
H 0.543 1.969 -3.678

***

7.
17
Properties=species:S:1:pos:R:3 method="wB97M-V/def2-TZVPD" lumo_energy_ev="-0.35 / 0.76" e_homo_ev="-6.58 / -8.16" gap_ev="6.23 / 8.92" charge=0
C 0.435 -2.137 -0.652
C 0.314 -0.936 0.199
O 0.221 -1.205 1.481
C 0.480 0.417 -0.261
C -0.846 1.211 0.081
C 0.082 2.172 0.794
O 1.192 1.236 0.681
H -0.280 -2.918 -0.395
H 0.377 -1.867 -1.704
H 1.439 -2.530 -0.419
H -1.644 -0.265 -1.692
H 0.376 -0.356 1.935
H 0.835 0.510 -1.298
H -1.592 0.460 -1.411
H -1.587 0.668 0.679
H -0.065 2.496 1.829
H 0.263 3.045 0.152

***

8.
8
Properties=species:S:1:pos:R:3 method="wB97M-V/def2-TZVPD" lumo_energy_ev=0.09 e_homo_ev=-9.08 gap_ev=9.17 charge=0
C -0.278 -1.169 0.497
C 0.448 0.707 -0.422
N -0.445 0.130 0.533
O -0.451 -2.305 0.694
O 1.137 -0.432 -0.903
H -0.216 1.123 -1.116
H 1.210 1.357 -0.054
H -1.404 0.590 0.771

***

9.
13
Properties=species:S:1:pos:R:3 method="wB97M-V/def2-TZVPD" lumo_energy_ev=-0.22 e_homo_ev=-8.46 gap_ev=8.24 charge=0
C 1.231 1.626 0.119
C 0.405 0.563 0.196
C -0.921 0.774 0.851
O -1.819 0.027 1.155
C 0.534 -0.591 -0.657
C -0.256 -1.684 -0.785
O -1.187 -2.221 -0.008
H 1.005 2.547 0.629
H 2.108 1.633 -0.515
H -0.944 1.778 1.319
H 1.347 -0.513 -1.364
H 0.073 -2.413 -1.520
H -1.575 -1.526 0.581

***

10.
20
Properties=species:S:1:pos:R:3 method="wB97M-V/def2-TZVPD" lumo_energy_ev="-3.29 / -3.29" e_homo_ev="-8.73 / -8.70" gap_ev="5.45 / 5.41" spin_multiplicity=2 charge=0 s2=0.76
Pd -1.274 0.251 -0.156
O 3.971 4.753 -0.166
C 3.027 4.034 -0.161
S 1.374 4.579 0.221
C 0.555 3.056 0.048
C 1.442 1.917 -0.357
S 0.979 0.375 -0.624
S 3.125 2.292 -0.544
S -1.032 2.962 0.336
Se -2.586 0.578 -2.270
Se -3.682 0.075 -0.437
Te -0.886 -0.766 2.149
Se 0.849 0.483 3.107
F -0.709 -2.271 -1.347
As -0.855 -3.579 -0.213
F -2.231 -2.745 0.495
F 0.166 -2.541 0.938
F -0.956 -4.742 1.041
F 0.602 -4.255 -0.799
F -1.878 -4.455 -1.263

***

11.
93
Properties=species:S:1:pos:R:3 method="wB97M-V/def2-TZVPD" lumo_energy_ev="-7.06 / -8.75" e_homo_ev="-12.86 / -12.85" gap_ev="5.79 / 4.10" spin_multiplicity=2 charge=+2 s2=0.76
Ir 0.035 1.954 0.555
C 2.104 1.112 4.284
C 1.624 1.632 2.973
N 0.374 1.568 2.622
O -0.471 0.905 3.475
C 2.548 2.201 2.009
C 3.977 2.528 2.307
N 2.025 2.357 0.822
O 2.634 2.825 -0.196
H 1.455 0.315 4.638
H 2.083 1.912 5.029
H 3.127 0.755 4.202
H -1.357 1.012 3.094
H 4.082 2.965 3.299
H 4.346 3.230 1.563
H 4.601 1.632 2.262
N 0.177 3.853 -3.278
C 0.279 3.017 -4.371
C 0.314 3.547 -5.661
C 0.418 2.703 -6.742
C 0.494 1.313 -6.563
C 0.471 0.774 -5.299
C 0.359 1.623 -4.196
S 0.357 0.953 -2.608
N 0.067 2.220 -1.625
C 0.054 3.484 -1.991
C -0.109 4.491 -0.953
C -0.150 5.864 -1.187
C -0.272 6.737 -0.124
C -0.364 6.228 1.163
C -0.332 4.855 1.325
N -0.211 4.020 0.299
H 0.190 4.844 -3.474
H 0.256 4.621 -5.798
H 0.443 3.117 -7.740
H 0.574 0.665 -7.424
H 0.537 -0.296 -5.147
H -0.080 6.267 -2.188
H -0.292 7.805 -0.293
H -0.457 6.879 2.019
H -0.406 4.399 2.303
C 1.689 -5.128 -0.751
C 1.621 -3.595 -0.672
C 1.426 -3.047 -2.095
C 2.970 -3.069 -0.157
Si 0.153 -3.084 0.490
Br 0.404 -0.687 0.381
C -1.639 -3.280 -0.208
C -2.674 -2.568 0.677
C -1.769 -2.684 -1.619
C -1.987 -4.776 -0.277
C 0.407 -3.387 2.386
C -0.660 -2.658 3.214
C 1.778 -2.881 2.860
C 0.310 -4.895 2.662
H 2.508 -5.414 -1.417
H 0.774 -5.563 -1.154
H 1.887 -5.581 0.220
H 2.347 -3.212 -2.660
H 1.222 -1.975 -2.102
H 0.629 -3.564 -2.624
H 3.727 -3.236 -0.929
H 3.303 -3.598 0.731
H 2.954 -2.000 0.057
H -2.405 -1.529 0.882
H -2.832 -3.084 1.619
H -3.634 -2.561 0.154
H -1.411 -1.653 -1.667
H -2.826 -2.680 -1.899
H -1.245 -3.276 -2.366
H -1.968 -5.249 0.706
H -1.313 -5.327 -0.935
H -2.999 -4.891 -0.674
H -0.720 -1.595 2.974
H -0.394 -2.740 4.271
H -1.645 -3.102 3.103
H 1.972 -1.851 2.552
H 2.593 -3.511 2.514
H 1.797 -2.907 3.953
H -0.668 -5.300 2.400
H 0.459 -5.072 3.730
H 1.073 -5.464 2.130
F -6.160 1.707 0.491
C -4.821 1.703 0.533
C -4.115 1.204 -0.546
C -2.728 1.220 -0.505
C -2.026 1.743 0.590
C -2.785 2.212 1.664
C -4.177 2.192 1.650
H -4.656 0.810 -1.398
H -2.194 0.787 -1.344
H -2.302 2.649 2.536
H -4.754 2.560 2.487

***

12.
16
Properties=species:S:1:pos:R:3 method="wB97M-V/def2-TZVPD" lumo_energy_ev=-0.23 e_homo_ev=-10.85 gap_ev=10.63 smiles="C=O.O.O.O.O" charge=0
C -3.308 0.209 1.103
O -2.601 0.734 0.211
H -4.017 0.892 1.527
H -3.179 -0.851 1.330
O -0.742 -1.086 -0.668
H -1.534 -0.698 -0.305
H -0.046 -0.614 -0.118
O 0.462 -3.075 2.717
H 0.629 -2.176 2.373
H -0.516 -3.033 2.919
O 1.346 0.060 1.666
H 0.816 0.788 1.212
H 2.246 0.367 1.590
O 3.775 2.862 -5.436
H 3.868 2.606 -4.572
H 2.802 3.013 -5.548

***

13.
21
Properties=species:S:1:pos:R:3 method="wB97M-V/def2-TZVPD" lumo_energy_ev="-3.68 / -3.68" e_homo_ev="-10.13 / -10.62" gap_ev="6.46 / 6.94" spin_multiplicity=4 charge=+1 s2=3.76
V -0.051 -0.155 -0.251
C 2.575 0.176 1.215
O 2.064 0.077 -0.092
H 1.755 0.421 1.919
H 2.922 -0.800 1.594
H 3.368 0.926 1.284
O -0.748 1.929 -0.822
H -1.163 2.199 -1.650
H -0.350 2.737 -0.468
O -0.001 -2.202 0.307
H -0.412 -2.900 -0.220
H 0.040 -2.556 1.205
O 0.153 -0.439 -2.427
H 0.181 0.324 -3.018
H -0.052 -1.192 -2.996
O -2.241 -0.572 -0.542
H -2.691 -0.637 -1.395
H -2.923 -0.289 0.081
O -0.700 0.734 1.811
H -1.337 0.579 2.519
H -0.389 1.639 1.948

***

14.
68
Properties=species:S:1:pos:R:3 method="wB97M-V/def2-TZVPD" lumo_energy_ev=2.60 e_homo_ev=-1.30 gap_ev=3.90 charge=-1
Tl 0.506 0.006 0.226
Cl 2.125 -0.038 -1.599
N 0.141 2.303 0.125
N 0.072 -2.278 0.133
C -0.469 2.887 -0.887
C -0.543 -2.873 -0.870
C 1.137 3.254 0.683
C 1.240 4.287 -0.432
C 2.463 2.589 1.009
C 0.554 3.859 1.954
H 2.868 2.065 0.134
H 2.327 1.882 1.836
H 3.155 3.373 1.342
H -0.292 4.518 1.711
H 1.331 4.445 2.461
H 0.206 3.059 2.616
C 1.031 -3.243 0.734
C 1.098 -4.326 -0.336
C 0.426 -3.780 2.023
C 2.384 -2.619 1.032
H 2.815 -2.158 0.135
H 3.041 -3.415 1.408
H 2.280 -1.867 1.824
H -0.469 -4.379 1.802
H 0.144 -2.947 2.675
H 1.167 -4.412 2.529
O 0.057 -3.966 -1.318
H 0.834 -5.322 0.044
H 2.045 -4.357 -0.878
O 0.160 3.941 -1.382
H 2.176 4.244 -0.993
H 1.036 5.312 -0.092
C -1.782 2.507 -1.474
C -1.834 -2.478 -1.499
C -1.694 -1.213 -2.304
H -2.530 -2.290 -0.670
H -2.222 -3.318 -2.088
C -1.826 0.014 -1.642
C -1.674 1.245 -2.291
H -2.081 0.007 -0.577
C -1.499 1.246 -3.677
C -1.393 0.024 -4.344
C -1.454 2.516 -4.462
C -1.517 -1.202 -3.689
H -1.290 0.028 -5.424
C -1.484 -2.460 -4.495
H -1.449 -2.186 -5.555
H -2.361 -3.108 -4.366
H -0.590 -3.043 -4.247
H -2.329 3.165 -4.321
H -1.414 2.265 -5.527
H -0.560 3.090 -4.194
H -2.187 3.354 -2.042
H -2.449 2.314 -0.623
Br -2.798 0.914 4.890
C -1.086 0.417 5.478
C -0.801 0.423 6.852
C 0.496 0.142 7.309
C 1.513 -0.177 6.408
C 1.224 -0.239 5.051
C -0.064 0.040 4.564
C -0.252 0.017 3.075
O -1.328 -0.084 2.471
O 0.914 0.101 2.448
H -1.591 0.653 7.564
H 0.717 0.178 8.371
H 2.529 -0.393 6.744
H 2.010 -0.493 4.335

***

ΔE to the lowest compared entry with this formula, charge and spin values, unit kcal per mole, following the record order: 60.64; 0.00; 53.91; 86.40; 24.73; 16.20; 160.64; 68.84; 37.56; 0.00; 0.00; 30.04; 0.00; 0.00.